(1)
Density functional theory data (wB97M-V/def2-TZVPD) for a molecular structure, C36H45BN9O3RhS4.

Output
Lowest unoccupied orbital energy (alpha / beta) = -5.78 / -8.17 eV
Charge = +2
Multiplicity = 5
Relative energy (zero: lowest compared OMol25 entry of this formula, charge and spin) = 0.0 kJ/mol
Gap between HOMO and LUMO (alpha / beta) = 7.65 / 5.89 eV

Each line ends with the Mulliken charge.
Positions of all 99 atoms, in Å:
Rh (-0.32640, 1.92041, 1.17066)  -0.845
S (-1.11842, 3.44110, -0.47145)  -0.282
S (-0.28071, 0.42949, 10.54493)  1.085
S (-2.24038, 0.82750, 1.74745)  -0.365
S (1.92405, 1.72710, 0.85493)  -0.419
O (-1.36813, 0.86122, 11.37763)  -0.468
O (-0.52917, -0.52928, 9.51701)  -0.488
O (1.07911, 0.57408, 11.03314)  -0.458
N (-0.14053, 2.45413, 3.28569)  0.176
N (-0.09995, 2.02911, 8.22907)  -0.312
N (0.74293, -1.70665, -0.66146)  -0.447
N (0.03991, 1.40649, -1.72069)  0.170
N (0.74248, 0.72532, -2.63421)  0.231
N (-1.83895, -0.82141, -1.81715)  -0.195
N (0.05891, 3.29819, 10.21368)  -0.422
N (0.89319, -0.44013, -0.26074)  0.764
N (-1.68320, -0.17111, -0.64726)  0.440
C (2.05026, 0.56522, -4.64708)  2.317
C (-3.01862, -1.32942, -2.06144)  -0.093
C (1.79230, -2.48916, -0.57668)  0.079
C (-2.62321, -0.01121, 0.27487)  0.698
C (2.67087, -4.28985, -2.06037)  -1.625
C (0.16147, 4.36909, 8.09059)  -0.495
C (-0.09939, 1.43081, 4.15667)  -0.561
C (0.01383, 3.13923, 7.48680)  0.233
C (-0.12477, 4.90339, -3.04465)  -1.832
C (-0.05157, 3.97404, 5.11092)  -0.762
C (3.17703, -0.69339, 0.28652)  0.172
C (1.18536, 1.37469, -3.68391)  -0.341
C (-2.03879, -1.88667, -4.30288)  -1.509
C (0.17271, 3.43760, -2.91841)  0.284
C (-3.22225, -2.09148, -3.36202)  2.360
C (2.53730, 1.42842, -5.80863)  -2.359
C (-0.10987, 3.70396, 3.76051)  -0.687
C (-0.02198, 2.92232, 6.01233)  1.340
C (-4.49634, -1.59425, -4.06408)  -1.840
C (1.89493, -4.80442, 0.28109)  -1.781
C (3.03258, -1.98890, -0.11285)  -0.251
C (0.17675, 4.40944, 9.48192)  -0.539
C (-3.36850, -3.58086, -3.00770)  -1.460
C (1.63929, -3.95197, -0.97115)  2.104
C (4.47277, -0.13754, 0.80380)  -1.870
C (2.00342, 0.08910, 0.23200)  0.817
C (-0.24558, 2.70743, -1.78315)  0.550
C (-0.03917, 1.62433, 5.51623)  -0.672
C (-5.02349, -0.34733, 1.04571)  -1.905
C (-3.91664, -0.53793, 0.04843)  0.165
C (-0.07083, 2.23413, 9.49157)  0.466
C (3.25772, 0.02093, -3.86798)  -1.474
C (0.89136, 2.74649, -3.84912)  -0.288
C (-4.08248, -1.19160, -1.13048)  -0.382
C (1.22873, -0.61429, -5.17868)  -1.328
C (0.23918, -4.23428, -1.50812)  -1.917
B (-0.31363, 0.52318, -0.47096)  0.853
H (0.88667, -1.24683, -4.35760)  -0.040
H (-0.04205, 5.00607, 5.43222)  0.331
H (-2.47399, -3.95713, -2.50751)  0.129
H (-1.96122, -0.84027, -4.61053)  0.416
H (4.80652, 0.70639, 0.19711)  0.384
H (-1.09395, -2.16959, -3.83672)  -0.268
H (-2.18495, -2.49546, -5.19669)  0.552
H (3.88314, 0.83075, -3.48014)  0.396
H (3.13820, 0.81353, -6.47831)  0.406
H (-5.91883, -0.87444, 0.72404)  0.391
H (1.27343, 3.27130, -4.71351)  0.613
H (0.06021, -3.69435, -2.43830)  0.184
H (1.17254, -4.57701, 1.06907)  0.377
H (3.87951, -2.66145, -0.04457)  0.468
H (-0.53652, -3.94547, -0.79664)  0.363
H (0.27110, 5.28262, 7.52487)  0.376
H (1.70925, 1.83173, -6.39657)  0.469
H (-3.51482, -4.15766, -3.92290)  0.486
H (4.36188, 0.22583, 1.82616)  0.399
H (5.24715, -0.90093, 0.78787)  0.420
H (2.90072, -4.65994, 0.68395)  0.360
H (0.28358, 5.30026, -3.97188)  0.382
H (2.52583, -3.66897, -2.94941)  0.232
H (0.30290, 5.45686, -2.20662)  0.400
H (-5.05713, -1.59036, -1.38133)  0.420
H (0.35637, -0.26992, -5.74074)  0.383
H (-0.11871, 0.43268, 3.74278)  0.568
H (-4.45060, -0.51964, -4.26274)  0.387
H (-5.26208, 0.71202, 1.15689)  0.391
H (-0.14001, 4.50618, 3.03473)  0.517
H (2.54751, -5.33357, -2.35509)  0.473
H (1.84614, -1.21461, -5.85083)  0.497
H (-4.22933, -3.76468, -2.35884)  0.379
H (2.93006, -0.60115, -3.03010)  0.097
H (-4.59081, -2.10727, -5.02232)  0.471
H (-1.20133, 5.08573, -3.03192)  0.395
H (-0.02028, 0.78063, 6.19348)  0.608
H (-4.73933, -0.71863, 2.03160)  0.420
H (0.14699, -5.30268, -1.70919)  0.514
H (3.87339, -0.58945, -4.53190)  0.462
H (3.70238, -4.16968, -1.72038)  0.412
H (-5.40805, -1.80431, -3.50191)  0.357
H (1.79393, -5.85982, 0.02450)  0.475
H (0.29062, 5.34178, 10.02015)  0.442
H (3.16847, 2.25608, -5.47508)  0.473

Cartesian forces, eV/Å:
Rh 0.151 0.757 -0.154
S 0.055 -0.109 -0.029
S 0.190 -0.017 0.556
S -0.106 -0.311 -0.118
S 0.183 -0.549 0.067
O 0.241 -0.144 -0.221
O 0.012 0.097 0.024
O -0.483 -0.079 -0.225
N -0.145 -0.248 0.109
N 0.012 -0.128 -0.014
N 0.147 0.179 0.149
N 0.144 -0.537 0.074
N -0.042 0.388 0.074
N -0.185 0.275 0.215
N -0.009 -0.041 -0.178
N -0.752 -0.103 -0.021
N 0.357 0.177 -0.154
C -0.048 0.061 0.086
C -0.063 -0.114 -0.134
C -0.030 -0.155 -0.065
C -0.073 -0.051 0.313
C 0.014 0.000 -0.016
C 0.007 0.216 0.090
C 0.062 0.199 -0.088
C 0.011 -0.100 -0.454
C -0.006 -0.124 0.009
C 0.017 0.166 -0.033
C 0.260 0.117 0.129
C 0.093 -0.090 -0.005
C 0.077 -0.009 0.008
C -0.103 0.326 0.000
C -0.061 0.081 0.053
C 0.036 -0.021 -0.080
C -0.018 -0.056 -0.230
C -0.001 0.048 0.302
C -0.017 0.013 -0.018
C 0.022 -0.033 0.045
C 0.086 -0.215 0.000
C -0.001 -0.001 0.130
C -0.016 -0.018 -0.026
C 0.068 0.158 0.010
C -0.131 -0.019 -0.080
C 0.226 0.262 0.062
C -0.149 0.073 0.058
C -0.002 -0.069 0.105
C 0.126 -0.035 -0.078
C -0.222 -0.017 0.219
C 0.045 0.189 0.182
C 0.037 0.033 0.064
C 0.154 0.017 -0.191
C -0.112 -0.075 -0.221
C -0.053 -0.009 -0.059
C -0.036 0.007 0.019
B 0.152 -0.189 -0.177
H 0.019 0.030 -0.047
H -0.008 -0.031 -0.023
H -0.014 0.014 -0.016
H 0.017 -0.057 0.029
H -0.038 -0.011 -0.007
H -0.084 -0.018 -0.019
H 0.014 0.031 0.027
H -0.045 -0.036 -0.018
H 0.002 0.013 -0.001
H 0.007 0.019 -0.010
H -0.034 -0.017 -0.019
H -0.016 0.034 -0.018
H 0.027 -0.011 -0.042
H -0.031 0.027 -0.064
H 0.039 -0.042 0.005
H 0.005 -0.014 0.045
H 0.021 -0.027 0.013
H -0.006 0.021 0.043
H -0.035 -0.006 0.005
H -0.010 0.002 -0.004
H -0.055 0.000 -0.030
H -0.006 -0.022 0.025
H -0.001 -0.034 0.060
H 0.007 -0.030 -0.006
H 0.049 -0.067 0.008
H 0.039 -0.031 0.037
H -0.021 -0.017 -0.051
H 0.006 -0.072 0.018
H 0.019 -0.003 -0.015
H -0.016 -0.018 -0.025
H 0.012 0.049 0.005
H -0.036 0.038 0.044
H 0.049 0.029 -0.034
H 0.020 0.025 -0.066
H -0.004 0.025 0.026
H 0.023 -0.037 0.003
H 0.004 0.028 -0.021
H 0.042 -0.011 -0.031
H -0.009 0.037 -0.001
H -0.031 0.033 0.035
H -0.069 0.003 0.008
H 0.054 0.000 0.008
H 0.007 0.024 0.014
H -0.004 -0.013 0.024
H -0.027 -0.034 0.007



(2)
Density functional theory data (wB97M-V/def2-TZVPD) for a molecular structure, C36H45Br2NO2PPdSi.

Output
Lowest unoccupied orbital energy (alpha / beta) = -2.17 / -4.53 eV
Charge = +1
Multiplicity = 3
Gap between HOMO and LUMO (alpha / beta) = 8.63 / 7.01 eV

Each line ends with the Mulliken charge.
Positions of all 89 atoms, in Å:
Pd (-1.17508, -1.20403, -0.46283)  1.030
Br (-1.78878, 0.69775, -2.01458)  -0.410
Br (1.77697, 1.48664, 4.09986)  -0.153
P (0.43075, -3.10370, -0.34281)  1.948
Si (-4.11906, 0.28585, -2.54246)  -0.379
O (-1.81965, -3.10716, 0.43267)  -0.644
O (-1.49017, -1.87409, 2.24184)  -0.637
N (0.54188, 0.09636, 0.44254)  0.102
C (-3.93892, -2.37629, -1.54616)  -1.658
C (2.80002, 1.34835, 1.42568)  -0.053
C (-0.53219, -4.09334, 2.02600)  0.177
C (0.29121, -6.00335, 3.19369)  -0.553
C (-6.29959, 2.01972, -3.09292)  -1.871
C (-6.08907, -1.24115, -1.08664)  -1.852
C (4.42532, -3.18617, -1.40234)  -0.676
C (4.21666, -2.39164, 0.85515)  -0.841
C (5.01101, -2.75759, -0.22237)  -0.637
C (-3.59697, 0.75626, -5.32951)  -2.146
C (-0.56307, -4.90873, 3.14096)  -0.641
C (-0.74291, -5.57651, -3.40227)  -0.864
C (-2.83670, -1.44667, -4.53882)  -2.211
C (-0.02656, -3.82966, -1.93485)  0.594
C (-0.45852, -5.13540, -2.11906)  -0.820
C (-1.38704, -2.93299, 1.63537)  0.401
C (3.04663, -3.25756, -1.51922)  -0.588
C (-4.57073, -1.03065, -1.17261)  2.175
C (1.23659, -5.43178, 1.05513)  -0.391
C (2.25158, -2.92063, -0.43374)  0.591
C (1.56393, 0.37031, -0.36525)  -0.159
C (-5.27337, -1.01779, -4.81105)  -1.781
C (-4.96687, 2.02583, -2.33627)  2.407
C (2.84325, -2.46914, 0.74472)  -0.467
C (0.60443, 0.41643, 1.72558)  -0.534
C (-5.25920, 2.36174, -0.86896)  -1.957
C (0.07810, -2.95684, -3.02006)  -0.258
C (1.72448, 1.05331, 2.25501)  -0.468
C (0.37671, -4.34630, 0.98978)  -0.064
C (-4.07078, -0.66164, 0.23354)  -0.620
C (1.17177, -6.26985, 2.15535)  -0.809
C (-0.57506, -4.72993, -4.48567)  -0.599
C (-3.94368, -0.39428, -4.37374)  2.649
C (2.71577, 0.99039, 0.08932)  -1.087
C (-0.17207, -3.41572, -4.29931)  -0.814
C (-4.09769, 3.15824, -2.89018)  -1.780
H (-4.34894, 2.39297, -0.27647)  0.347
H (-4.63000, 4.09946, -2.78126)  0.542
H (1.93782, -5.62089, 0.25426)  0.527
H (-6.60344, -0.34462, -0.75156)  0.336
H (2.20571, -2.20041, 1.57907)  0.532
H (5.04389, -3.47679, -2.23641)  0.448
H (-1.88427, -1.08525, -4.15819)  0.217
H (-5.21600, -1.32086, -5.85438)  0.511
H (3.67783, 1.83607, 1.82136)  0.494
H (-2.95978, -0.58661, 0.28612)  -0.590
H (-3.16084, 3.23731, -2.34599)  0.393
H (0.25418, -6.66379, 4.04655)  0.436
H (-3.06846, -2.38672, -4.05281)  0.288
H (6.08534, -2.71535, -0.13803)  0.437
H (-0.24235, 0.14806, 2.34918)  0.686
H (4.67010, -2.05782, 1.77527)  0.474
H (-4.11826, -3.10066, -0.75091)  0.648
H (-6.50509, -1.53379, -2.04686)  0.392
H (-4.36861, -2.78141, -2.45769)  0.509
H (-5.96060, 1.66207, -0.42371)  0.335
H (-5.50738, -1.90151, -4.22367)  0.327
H (-6.15283, 1.93524, -4.16447)  0.313
H (1.81900, -7.13195, 2.21083)  0.467
H (-3.87415, 3.02901, -3.94230)  0.310
H (-4.35801, -1.44938, 0.93210)  0.609
H (-6.09091, -0.31206, -4.71389)  0.365
H (-0.77467, -5.09131, -5.48147)  0.418
H (-6.94674, 1.20982, -2.76739)  0.363
H (-2.67975, 1.25708, -5.02324)  0.366
H (0.38848, -1.92533, -2.83975)  0.296
H (-1.08630, -6.58905, -3.55653)  0.450
H (-4.48380, 0.27655, 0.59665)  0.250
H (-0.57702, -5.78767, -1.26670)  0.508
H (3.52982, 1.18730, -0.59071)  0.497
H (-5.71530, 3.34712, -0.81824)  0.611
H (-2.70631, -1.66174, -5.59759)  0.667
H (-6.30424, -2.03504, -0.37200)  0.541
H (-2.84193, -2.28815, -1.68086)  -0.307
H (2.59457, -3.59810, -2.43829)  0.407
H (1.44515, 0.10463, -1.41230)  0.384
H (-6.82305, 2.95543, -2.90925)  0.548
H (-4.39697, 1.48693, -5.38761)  0.415
H (-3.44465, 0.36069, -6.33271)  0.579
H (-0.05097, -2.75911, -5.14964)  0.457
H (-1.25879, -4.71755, 3.94505)  0.543

Cartesian forces, eV/Å:
Pd 0.791 -0.455 0.332
Br -0.337 0.517 -0.387
Br -0.044 -0.091 -0.379
P 0.880 -0.747 -0.828
Si 0.145 -0.163 0.120
O -0.400 0.396 -0.748
O 0.091 -0.430 0.455
N -0.567 -0.475 -0.476
C 0.113 0.183 -0.054
C -0.258 -0.148 0.141
C 0.205 -0.195 -0.354
C -0.061 0.054 -0.037
C 0.128 -0.225 -0.039
C 0.093 0.256 -0.212
C 0.121 0.037 -0.045
C 0.009 0.029 -0.007
C -0.030 -0.025 -0.035
C -0.074 0.018 0.317
C -0.045 0.110 0.039
C 0.011 -0.104 0.068
C -0.079 0.177 0.280
C -0.029 0.296 0.182
C 0.011 0.127 0.047
C -0.256 0.490 1.310
C -0.141 -0.033 0.002
C 0.214 0.124 -0.187
C -0.005 0.196 -0.087
C -0.376 0.319 0.065
C 0.225 0.250 -0.180
C 0.053 0.097 0.274
C 0.235 -0.221 -0.029
C -0.066 0.014 0.029
C 0.098 0.173 0.676
C 0.120 -0.301 -0.117
C 0.181 -0.007 0.103
C 0.038 -0.006 0.008
C -0.199 0.065 0.187
C 0.242 0.183 -0.235
C 0.011 -0.096 0.105
C -0.067 0.035 -0.038
C 0.051 0.102 0.291
C -0.199 -0.015 -0.003
C 0.056 0.015 -0.070
C 0.115 -0.254 -0.034
H 0.109 -0.027 0.154
H -0.117 0.178 0.048
H 0.117 -0.019 -0.003
H -0.113 0.071 0.046
H 0.058 0.017 0.148
H 0.089 -0.020 -0.108
H 0.095 -0.025 -0.013
H 0.044 -0.034 -0.169
H 0.058 0.032 0.025
H -0.892 0.180 0.258
H 0.134 0.088 0.051
H 0.018 -0.047 0.075
H 0.011 -0.118 0.118
H 0.127 0.009 -0.003
H 0.079 -0.010 -0.073
H 0.040 0.046 0.113
H 0.124 0.017 0.067
H -0.143 -0.069 -0.138
H 0.050 -0.030 -0.165
H -0.027 -0.076 0.140
H -0.104 -0.148 0.060
H -0.036 -0.034 -0.199
H 0.050 -0.072 -0.005
H 0.083 0.025 -0.177
H 0.073 -0.054 0.004
H -0.263 0.074 -0.041
H -0.030 -0.050 -0.139
H -0.192 -0.134 0.029
H 0.090 0.110 -0.052
H -0.045 -0.175 -0.178
H -0.004 -0.061 -0.014
H 0.066 0.044 0.015
H -0.004 -0.100 0.056
H 0.035 0.024 -0.055
H -0.071 0.198 -0.042
H -0.035 0.017 -0.211
H -0.006 -0.086 0.065
H -0.346 -0.233 -0.116
H 0.002 -0.067 -0.102
H 0.060 -0.041 0.141
H -0.065 0.155 0.058
H -0.069 0.169 -0.033
H 0.016 -0.089 -0.098
H -0.030 0.036 -0.015
H -0.039 0.053 0.026